Entry 1:
90
Properties=species:S:1:pos:R:3:mulliken_charge:R:1 method="wB97M-V/def2-TZVPD" gap_ev="4.650 / 4.652" relative_energy_kj_mol=365.3 charge=-1 total_energy_ev=-89374.609
Pt 0.207 -0.248 0.122 1.6536
O 3.268 2.129 -1.632 -0.8227
C 2.440 1.442 -1.030 0.3294
O 1.469 0.791 -1.518 -0.7318
C 2.605 1.310 0.491 0.5459
C 3.634 1.961 1.154 -0.8160
C 3.802 1.747 2.509 -0.5348
C 2.943 0.884 3.172 -0.9700
C 1.922 0.276 2.470 -0.3931
N 1.764 0.496 1.158 0.3698
H 4.271 2.608 0.568 0.5911
H 4.600 2.244 3.047 0.4263
H 3.046 0.684 4.230 0.4688
H 1.196 -0.374 2.931 0.4992
C -4.775 5.835 -5.714 -1.6159
C -4.054 4.982 -4.706 0.7756
C -3.703 5.484 -3.460 -0.8008
C -3.031 4.709 -2.520 1.2415
C -2.690 5.341 -1.197 -1.5191
C -2.686 3.392 -2.848 -0.2241
Te -1.629 2.071 -1.448 0.6534
N -1.129 1.440 0.551 -0.3213
C -1.495 1.653 1.816 0.1848
O -1.027 1.016 2.763 -0.6618
C -2.470 2.764 2.124 0.2166
C -2.198 3.600 3.201 -0.6516
C -3.044 4.657 3.500 -0.5819
C -4.190 4.867 2.744 -0.4855
C -4.487 4.012 1.692 -0.6663
C -3.626 2.970 1.378 -0.1775
C 0.001 3.419 -1.358 1.0826
C 0.266 4.058 -0.152 -0.5586
C 1.306 4.967 -0.054 -0.6530
C 2.088 5.233 -1.170 -0.8498
C 1.834 4.573 -2.360 -0.4166
C 0.797 3.649 -2.478 0.9645
C 0.607 2.913 -3.773 -2.0181
C -3.053 2.855 -4.086 1.1286
C -2.761 1.436 -4.520 -1.9565
C -3.723 3.667 -4.997 -0.7867
H -5.032 6.807 -5.295 0.3412
H -5.697 5.355 -6.047 0.3643
H -4.157 6.003 -6.598 0.3246
H -3.965 6.506 -3.205 0.3301
H -3.385 6.150 -0.972 0.5049
H -1.680 5.755 -1.212 0.3366
H -2.728 4.624 -0.375 -0.0984
H -1.315 3.404 3.795 0.4933
H -2.815 5.314 4.330 0.3977
H -4.855 5.689 2.981 0.3869
H -5.390 4.157 1.112 0.4230
H -3.862 2.291 0.566 0.6152
H -0.349 3.852 0.714 0.0953
H 1.500 5.461 0.889 0.4726
H 2.911 5.933 -1.107 0.3440
H 2.475 4.743 -3.216 0.4201
H 1.538 2.906 -4.337 0.5177
H -0.172 3.377 -4.385 0.3220
H 0.325 1.873 -3.590 0.1848
H -2.151 0.875 -3.817 0.0875
H -2.244 1.440 -5.481 0.3866
H -3.690 0.877 -4.644 0.4697
H -3.998 3.248 -5.960 0.4512
C 3.296 -1.900 -0.332 -1.3221
Si 1.451 -2.211 -0.184 0.5836
C 0.844 -3.059 -1.734 -1.2179
C 1.179 -3.319 1.320 0.3638
C 2.235 -3.805 2.095 -0.1923
C 2.007 -4.584 3.224 -0.5913
C 0.709 -4.892 3.601 -0.4163
C -0.357 -4.418 2.845 -0.7908
C -0.122 -3.641 1.721 0.0415
H 3.828 -2.835 -0.534 0.5165
H 3.721 -1.460 0.573 0.2833
H 3.489 -1.218 -1.163 0.3249
H 1.480 -3.924 -1.944 0.3898
H 0.889 -2.377 -2.586 0.2565
H -0.185 -3.402 -1.625 0.2515
H 3.257 -3.572 1.817 0.2640
H 2.844 -4.949 3.810 0.3675
H 0.526 -5.495 4.482 0.3479
H -1.376 -4.648 3.134 0.4156
H -0.972 -3.273 1.157 0.1564
F -1.438 -1.179 -0.920 -0.4556
Sb -3.357 -1.636 -0.878 2.1936
F -3.170 -1.870 0.976 -0.5893
F -2.800 -3.414 -1.157 -0.5554
F -5.168 -2.124 -0.878 -0.5346
F -3.331 -1.321 -2.734 -0.5605
F -3.778 0.185 -0.612 -0.6195


Entry 2:
96
Properties=species:S:1:pos:R:3:mulliken_charge:R:1 method="wB97M-V/def2-TZVPD" gap_ev="5.600 / 5.597" relative_energy_kj_mol=196.4 charge=0 total_energy_ev=-104862.853
Ti -0.774 -0.346 0.007 -1.4588
C -1.189 3.594 0.743 -1.8165
C -0.638 2.188 0.663 0.3220
N -0.916 1.512 -0.609 2.0979
O -1.018 2.225 -1.725 -0.7317
B -1.889 1.472 -2.739 0.7881
F -3.184 1.396 -2.227 -0.3519
F -1.822 2.163 -3.920 -0.3530
O -1.318 0.109 -3.026 -0.4563
N -0.693 -0.575 -2.093 0.5154
C -0.099 -1.632 -2.517 0.7081
C -0.143 -2.101 -3.930 -1.7645
C 0.780 -2.231 -1.501 0.0715
N 0.726 -1.607 -0.385 0.9130
O 1.677 -1.859 0.555 -0.5967
B 2.857 -0.925 0.413 0.7262
F 3.804 -1.378 1.313 -0.3670
F 3.302 -0.938 -0.916 -0.3530
O 2.508 0.482 0.820 -0.6422
N 1.229 0.851 0.589 0.8795
C 0.895 2.042 0.870 0.6712
C 1.783 3.107 1.406 -1.7680
C 1.726 -3.334 -1.785 -2.1422
H -2.264 3.557 0.570 0.3568
H -0.739 4.210 -0.034 0.4518
H -0.994 4.038 1.719 0.4455
H -1.010 -1.679 -4.431 0.4468
H -0.185 -3.189 -3.975 0.4261
H 0.754 -1.771 -4.463 0.3076
H 2.804 2.745 1.478 0.4538
H 1.436 3.415 2.399 0.1781
H 1.752 3.986 0.760 0.4020
H 1.222 -4.144 -2.314 0.5744
H 2.154 -3.696 -0.856 0.3870
H 2.543 -2.962 -2.408 0.3481
N -1.299 1.185 1.518 0.5371
P -1.611 1.162 3.072 1.7609
C -2.993 0.035 3.333 0.8676
C -3.999 0.014 2.369 -0.7943
C -5.079 -0.844 2.513 -1.2819
C -5.152 -1.693 3.609 -0.9154
C -4.147 -1.683 4.569 -0.6215
C -3.070 -0.818 4.433 -0.5697
C -2.130 2.799 3.660 0.3823
C -1.223 3.663 4.276 -0.3237
C -1.615 4.945 4.641 -0.7612
C -2.912 5.372 4.390 -0.6224
C -3.817 4.519 3.772 -0.7869
C -3.430 3.239 3.408 -0.5617
C -0.305 0.707 4.241 0.7171
C -0.509 0.843 5.619 -0.4226
C 0.505 0.517 6.504 -0.7945
C 1.728 0.050 6.027 -0.8404
C 1.935 -0.093 4.662 -0.3676
C 0.918 0.236 3.772 -0.1093
H -3.913 0.633 1.487 0.8558
H -5.846 -0.872 1.748 0.4321
H -5.989 -2.372 3.715 0.4067
H -4.190 -2.360 5.416 0.4713
H -2.283 -0.822 5.179 0.0742
H -0.206 3.342 4.460 0.4198
H -0.905 5.607 5.121 0.4242
H -3.217 6.372 4.675 0.4004
H -4.827 4.855 3.569 0.4502
H -4.144 2.579 2.932 0.4116
H -1.451 1.222 5.997 0.5313
H 0.348 0.630 7.571 0.4398
H 2.517 -0.201 6.727 0.4199
H 2.877 -0.463 4.272 0.5904
H 1.079 0.104 2.714 -0.7498
C -3.286 -6.962 4.410 -1.4733
C -2.497 -5.828 3.817 0.7086
C -2.670 -5.451 2.492 -1.2331
C -1.978 -4.386 1.932 0.9443
C -2.183 -4.082 0.477 -1.0365
C -1.080 -3.668 2.749 0.5300
C -0.424 -2.429 2.382 -0.2491
O -0.766 -1.601 1.566 0.1010
C -0.829 -4.093 4.074 0.9481
C 0.191 -3.410 4.959 -1.3047
C -1.551 -5.152 4.585 -1.3195
H -4.070 -7.293 3.730 0.3819
H -3.749 -6.659 5.350 0.3570
H -2.638 -7.814 4.626 0.3272
H -3.365 -6.006 1.869 0.3665
H -2.599 -4.949 -0.033 0.5855
H -1.250 -3.804 -0.005 -0.0631
H -2.867 -3.245 0.352 0.0586
H 0.441 -2.167 2.990 0.3373
H 1.192 -3.462 4.525 0.3567
H 0.225 -3.896 5.933 0.4590
H -0.038 -2.353 5.123 0.0091
H -1.374 -5.467 5.608 0.3755
O -4.612 -1.347 -1.526 -0.6755
C -3.604 -1.118 -0.948 1.2288
N -2.596 -0.933 -0.314 -0.4596


Entry 3:
89
Properties=species:S:1:pos:R:3:mulliken_charge:R:1 method="wB97M-V/def2-TZVPD" gap_ev=6.523 relative_energy_kj_mol=48.8 charge=+2 total_energy_ev=-279837.480
Pt -1.863 -2.542 -0.343 1.6651
Cl -4.534 -0.912 5.688 -0.2259
C -4.062 -0.886 4.024 0.3847
C -4.746 -0.115 3.130 -0.3807
C -4.387 -0.093 1.763 -0.2736
I -5.361 1.183 0.450 0.0665
C -3.392 -0.908 1.287 -0.2526
O -3.020 -0.972 0.012 -0.7478
C -2.674 -1.691 2.224 0.8265
N -1.649 -2.450 1.701 -0.4828
C -0.853 -3.088 2.530 0.4818
C -1.036 -3.071 3.921 -1.1609
C -2.097 -2.393 4.451 -0.6759
C -2.954 -1.663 3.600 -0.0727
H -5.575 0.489 3.473 0.4708
H -0.030 -3.641 2.105 0.0957
H -0.339 -3.607 4.549 0.5001
H -2.279 -2.392 5.517 0.4716
Br -4.307 -3.431 -6.417 -0.0789
C -3.592 -3.118 -4.725 -0.2507
C -3.795 -1.905 -4.088 -0.7435
C -3.236 -1.711 -2.839 -0.2098
N -2.499 -2.656 -2.252 -0.1561
C -2.294 -3.836 -2.864 0.8192
C -2.837 -4.107 -4.102 -0.6543
C -1.373 -4.742 -2.133 0.7368
C -0.971 -5.966 -2.624 -0.8160
C 0.036 -6.658 -1.961 -0.1916
Br 0.602 -8.315 -2.593 -0.0714
C 0.628 -6.083 -0.849 -0.8274
C 0.133 -4.878 -0.392 -0.1085
N -0.874 -4.233 -0.984 -0.2281
H -4.383 -1.123 -4.547 0.4741
H -3.378 -0.801 -2.272 0.5874
H -2.684 -5.058 -4.588 0.5041
H -1.423 -6.385 -3.511 0.5251
H 1.455 -6.559 -0.343 0.4673
H 0.567 -4.401 0.472 0.5145
C 2.775 -1.076 -2.174 -1.5080
C 1.281 -0.986 -2.388 0.8309
C 0.885 0.212 -3.229 -1.3324
O 0.512 -1.053 -1.162 -0.4243
H 3.265 -1.337 -3.112 0.5149
H 3.021 -1.838 -1.433 0.3312
H 3.187 -0.118 -1.850 0.2099
H 0.959 -1.895 -2.905 0.4303
H 1.200 1.140 -2.743 0.2419
H -0.195 0.249 -3.379 0.2308
H 1.368 0.170 -4.205 0.4837
C 4.374 2.433 3.418 -1.2983
C 2.942 1.980 3.152 -0.1280
C 2.846 0.715 2.300 -0.4395
C 3.310 0.899 0.858 -1.1089
N 2.466 1.865 0.125 1.5722
C 1.172 1.728 -0.193 -1.6207
Se -0.005 0.220 -0.034 0.3880
N 0.720 2.877 -0.728 1.2759
C -0.653 3.201 -1.159 -1.1008
C -1.365 4.180 -0.233 -0.8043
C -1.768 3.598 1.126 -0.0040
C -0.628 3.434 2.133 -0.9166
C 1.767 3.782 -0.773 0.5558
C 1.826 5.098 -1.239 -1.1564
C 3.045 5.726 -1.145 -0.8740
C 4.173 5.076 -0.605 -0.8495
C 4.117 3.779 -0.152 -0.9888
C 2.881 3.136 -0.252 1.0173
H 4.398 3.238 4.152 0.4212
H 4.866 2.812 2.520 0.2085
H 4.979 1.613 3.809 0.3236
H 2.376 2.789 2.678 -0.0581
H 2.448 1.782 4.105 0.5512
H 1.819 0.344 2.296 0.0255
H 3.467 -0.072 2.736 0.6182
H 3.313 -0.042 0.317 0.0102
H 4.320 1.300 0.832 0.6652
H -1.212 2.270 -1.201 0.3838
H -0.573 3.589 -2.176 0.5210
H -2.264 4.495 -0.766 0.5093
H -0.756 5.076 -0.085 0.3880
H -2.274 2.638 0.968 -0.2782
H -2.513 4.267 1.559 0.4591
H 0.031 2.593 1.902 -0.0374
H -1.023 3.254 3.133 0.5451
H -0.013 4.336 2.183 0.3167
H 0.965 5.594 -1.664 0.5077
H 3.144 6.745 -1.493 0.4491
H 5.108 5.615 -0.546 0.4560
H 4.992 3.291 0.253 0.5035


Entry 4:
84
Properties=species:S:1:pos:R:3:mulliken_charge:R:1 method="wB97M-V/def2-TZVPD" gap_ev=5.107 relative_energy_kj_mol=50.1 charge=+2 total_energy_ev=-108057.012
Pd 0.495 -0.654 1.213 -0.1401
Cl 2.651 -1.568 2.136 -0.0992
C 1.734 -0.934 3.491 1.0898
C 0.457 -0.574 3.147 -1.2531
C -0.452 -0.267 4.145 1.0609
Cl -2.146 -0.189 3.860 -0.0972
C 0.025 -0.158 5.462 0.1343
Cl -1.054 0.285 6.712 -0.1454
C 1.362 -0.432 5.775 0.3848
Cl 1.925 -0.285 7.378 -0.1297
C 2.234 -0.872 4.777 -0.1032
Cl 3.845 -1.328 5.096 -0.1528
C -3.181 0.758 -3.146 -1.5946
C -3.358 0.769 -1.623 2.4414
C -4.620 1.547 -1.242 -1.5598
C -3.372 -0.668 -1.103 0.1686
C -4.354 -1.486 -1.658 -0.8307
C -4.380 -2.843 -1.431 -1.5989
C -3.358 -3.418 -0.699 -0.8348
C -2.355 -2.662 -0.106 0.5266
C -1.245 -3.462 0.553 0.1702
C -1.184 -3.326 2.071 -1.6533
C 0.081 -3.262 -0.185 -0.8483
C -2.426 -1.255 -0.230 0.3398
N -1.555 -0.351 0.511 1.3842
C -2.152 0.664 1.011 -1.1006
C -1.567 1.898 1.579 1.1123
C -2.341 2.510 2.552 -0.9201
C -1.926 3.659 3.224 -1.1209
C -0.723 4.252 2.896 -0.8900
C 0.014 3.747 1.835 -0.4465
C -0.409 2.601 1.142 -0.2988
N 0.354 2.195 0.060 0.5802
C 0.829 3.085 -0.772 -0.0733
C 2.069 2.697 -1.476 0.2159
C 2.719 3.637 -2.217 -0.6604
C 2.200 4.933 -2.344 -1.2490
C 0.975 5.298 -1.803 -0.7797
C 0.218 4.414 -1.069 1.0171
C -1.251 4.755 -0.927 1.3193
C -1.481 6.131 -0.288 -1.6902
C -1.876 4.720 -2.331 -1.4236
C 2.644 1.319 -1.304 1.7909
C 4.167 1.263 -1.408 -1.9989
C 1.981 0.392 -2.336 -1.2633
H -3.122 1.776 -3.532 0.4532
H -4.024 0.278 -3.641 0.4011
H -2.277 0.221 -3.438 0.3840
H -2.495 1.305 -1.216 -1.1648
H -5.501 1.115 -1.719 0.3929
H -4.548 2.583 -1.574 0.3376
H -4.810 1.546 -0.166 0.3517
H -5.104 -1.044 -2.300 0.3877
H -5.161 -3.458 -1.858 0.4105
H -3.328 -4.494 -0.583 0.4330
H -1.499 -4.508 0.371 0.7046
H -0.988 -2.307 2.397 0.2568
H -0.412 -3.976 2.488 0.4462
H -2.140 -3.613 2.512 0.3682
H 0.392 -2.207 -0.195 -0.2913
H -0.007 -3.546 -1.233 0.3925
H 0.883 -3.842 0.273 0.4460
H -3.239 0.646 1.072 0.7874
H -3.280 2.050 2.833 0.5852
H -2.538 4.064 4.019 0.5287
H -0.369 5.119 3.438 0.5658
H 0.964 4.190 1.567 0.5825
H 3.663 3.403 -2.687 0.3999
H 2.750 5.659 -2.933 0.4542
H 0.571 6.271 -2.045 0.4595
H -1.759 4.006 -0.329 -0.1740
H -1.123 6.933 -0.933 0.3752
H -0.993 6.229 0.679 0.3718
H -2.551 6.284 -0.151 0.4509
H -1.462 5.496 -2.975 0.3917
H -2.948 4.897 -2.246 0.4380
H -1.726 3.755 -2.816 0.2968
H 2.374 0.979 -0.305 -0.3292
H 4.517 1.442 -2.425 0.4350
H 4.508 0.266 -1.129 0.4585
H 4.645 1.981 -0.742 0.4448
H 2.237 0.703 -3.350 0.3439
H 0.890 0.396 -2.257 0.2003
H 2.335 -0.631 -2.203 0.4431


Entry 5:
92
Properties=species:S:1:pos:R:3:mulliken_charge:R:1 method="wB97M-V/def2-TZVPD" gap_ev="6.230 / 6.232" relative_energy_kj_mol=57.7 charge=+1 total_energy_ev=-80013.426
W 0.116 0.044 0.148 0.0760
C -0.014 3.979 -2.994 -1.7892
C 0.078 3.391 -1.615 0.8131
C -0.958 2.690 -1.079 -1.0588
C -0.934 2.155 0.264 1.1100
C -2.257 2.075 1.003 -1.2966
C 0.311 2.264 0.925 0.0138
C 1.388 3.055 0.395 0.4961
C 2.598 3.260 1.258 -1.5988
C 1.260 3.603 -0.840 -0.3469
H 0.005 5.069 -2.953 0.4056
H -0.931 3.673 -3.495 0.3414
H 0.832 3.671 -3.613 0.3631
H -1.875 2.579 -1.644 0.2743
H -2.286 2.869 1.752 0.3391
H -2.429 1.123 1.500 -0.1617
H -3.079 2.240 0.313 0.6403
H 0.328 2.112 2.004 0.1275
H 3.450 3.613 0.679 0.4109
H 2.876 2.327 1.752 0.0743
H 2.399 3.999 2.038 0.4396
H 2.064 4.207 -1.246 0.4519
N 0.688 -2.048 -0.364 -0.5690
C 2.035 -2.379 0.153 -1.0537
C 2.806 -1.123 0.478 0.9045
O 4.011 -1.067 0.451 -0.7169
O 2.049 -0.100 0.831 -1.2080
H -0.013 -2.687 -0.009 0.1718
H 0.663 -2.133 -1.380 0.3195
H 2.595 -2.998 -0.547 0.5064
H 1.925 -2.936 1.086 0.2232
C -2.390 -0.866 -3.239 -2.4000
C -2.387 -1.021 -1.714 1.3177
O -1.341 -0.321 -1.136 2.3418
C -2.337 -2.532 -1.394 0.0395
F -1.401 -3.143 -2.149 -0.3269
F -3.498 -3.133 -1.633 -0.2829
F -2.001 -2.784 -0.124 -0.0869
C -3.718 -0.443 -1.178 0.2467
F -4.781 -0.900 -1.843 -0.2835
F -3.715 0.887 -1.319 -0.2348
F -3.891 -0.725 0.119 -0.1903
H -1.427 -1.178 -3.633 0.6345
H -2.564 0.180 -3.485 0.5004
H -3.166 -1.464 -3.714 0.3973
N -0.388 -0.446 1.852 1.4500
P -0.075 -0.633 3.420 1.6464
C -0.297 0.886 4.342 0.4429
C 0.664 1.467 5.164 -0.0900
C 0.372 2.632 5.863 -0.8534
C -0.880 3.216 5.754 -0.5826
C -1.854 2.625 4.956 -0.7649
C -1.566 1.467 4.260 -0.7685
C -1.260 -1.777 4.117 0.0509
C -1.252 -2.047 5.489 -0.3737
C -2.181 -2.923 6.019 -0.7508
C -3.127 -3.522 5.193 -0.5508
C -3.149 -3.239 3.838 -0.6889
C -2.214 -2.362 3.298 -0.0743
C 1.564 -1.280 3.709 0.7669
C 1.720 -2.634 4.017 -1.0428
C 2.989 -3.179 4.157 -0.7792
C 4.106 -2.376 3.988 -0.7240
C 3.963 -1.031 3.672 -0.7569
C 2.700 -0.486 3.528 -0.0839
H 1.640 1.016 5.282 0.4766
H 1.124 3.076 6.500 0.4744
H -1.104 4.122 6.299 0.4318
H -2.841 3.063 4.886 0.4789
H -2.342 1.005 3.664 0.4727
H -0.528 -1.578 6.143 0.4454
H -2.174 -3.138 7.079 0.4341
H -3.854 -4.202 5.616 0.4134
H -3.896 -3.690 3.199 0.4821
H -2.239 -2.116 2.254 0.1436
H 0.855 -3.270 4.150 0.4094
H 3.100 -4.226 4.400 0.4577
H 5.096 -2.800 4.095 0.4205
H 4.836 -0.413 3.516 0.4605
H 2.605 0.553 3.238 -0.0898
N 4.637 1.750 -2.565 -0.4271
C 3.359 1.313 -2.733 -0.2067
C 2.588 1.004 -1.579 0.0407
N 1.344 0.579 -1.687 0.3404
C 0.815 0.493 -2.941 -0.6057
C 1.579 0.817 -4.031 -0.8901
N 2.854 1.218 -3.944 -0.6389
H 5.119 1.518 -1.713 0.2457
H 5.201 1.809 -3.397 0.2899
H 3.017 1.085 -0.591 0.3652
H -0.216 0.209 -3.018 0.3105
H 1.145 0.748 -5.020 0.4177